Below is C6H15N3O in the gas phase in a non-equilibrium geometry, with properties calculated with ωB97M-V/def2-TZVPD.

Results
energy relative to the best compared isomer or geometry (same formula, charge and spin): 38.0 kcal per mole
E_HOMO: -9.1 eV
SMILES: COC(N)(N)N1CC1(C)C
E: -477.080446 hartree

Geometry as ORCA input:
```
! wB97M-V def2-TZVPD RIJCOSX def2/J DEFGRID3
* xyz 0 1
C 0.545 -0.154 -1.162
C 1.743 0.468 -0.544
C -2.221 -0.226 0.603
C 0.355 -1.645 -1.022
C 0.048 0.398 -2.480
C -0.006 0.593 1.272
N 0.360 -0.701 1.841
N 0.526 1.654 2.100
O -1.426 0.729 1.265
N 0.448 0.862 -0.051
H -0.193 -0.856 2.677
H 1.335 -0.660 2.117
H -0.053 1.747 2.928
H 0.480 2.532 1.595
H 2.376 -0.154 0.081
H 2.267 1.254 -1.075
H -3.228 -0.089 1.000
H -1.897 -1.254 0.783
H -2.220 -0.022 -0.470
H -0.646 -1.946 -1.324
H 1.050 -2.151 -1.694
H 0.570 -1.971 -0.009
H 0.628 -0.029 -3.298
H -0.999 0.143 -2.633
H 0.156 1.479 -2.501
*
```